# 1
Here is a structure of composition C22H16F6N5O8S3V from the OMol25 dataset. Energies are from ωB97M-V/def2-TZVPD.

Calculated values
* LUMO (alpha / beta): -0.1383 / -0.2092 Ha
* multiplicity: 4
* frontier orbital gap (alpha / beta): 7.61 / 5.71 eV
* net charge: +1
* E: -121392.317 eV
* HOMO (alpha / beta): -11.37 / -11.40 eV

Geometry (Å):
V  -0.65  0.24  -0.01
O  1.74  3.46  -1.46
S  0.99  2.25  -1.60
O  0.37  1.94  -2.85
N  -0.08  2.04  -0.38
C  -1.04  3.08  -0.15
C  -0.83  4.42  -0.32
C  -1.86  5.35  -0.06
C  -3.08  4.94  0.39
C  -3.33  3.56  0.59
C  -4.56  3.05  1.05
C  -4.72  1.70  1.23
C  -3.64  0.85  0.93
N  -2.48  1.29  0.48
C  -2.31  2.63  0.31
C  2.12  0.89  -1.23
C  3.49  1.25  -0.85
C  4.48  0.37  -1.02
C  4.28  -0.90  -1.67
C  3.08  -1.26  -2.14
C  1.89  -0.44  -1.91
H  0.13  4.79  -0.66
H  -1.67  6.40  -0.21
H  -3.88  5.65  0.59
H  -5.37  3.74  1.27
H  -5.64  1.28  1.59
H  -3.74  -0.22  1.06
H  3.66  2.26  -0.51
H  5.49  0.66  -0.74
H  5.14  -1.53  -1.87
H  2.95  -2.15  -2.75
H  1.06  -0.52  -2.60
F  -4.45  -2.91  -1.40
C  -3.61  -2.07  -1.98
F  -3.39  -2.42  -3.23
F  -4.12  -0.84  -1.94
S  -2.03  -2.05  -1.03
O  -1.26  -0.90  -1.60
O  -2.30  -1.71  0.36
N  -1.48  -3.43  -1.34
S  -0.31  -4.03  -0.40
O  -0.76  -5.18  0.30
O  0.40  -2.98  0.29
C  0.84  -4.63  -1.72
F  2.01  -4.93  -1.14
F  1.05  -3.66  -2.62
F  0.35  -5.69  -2.32
O  -0.22  0.00  1.82
N  0.85  -0.60  2.32
C  2.13  -0.28  1.68
C  3.29  -0.81  2.46
C  3.12  -1.61  3.54
C  1.83  -1.94  3.99
C  0.71  -1.39  3.36
H  2.16  0.81  1.58
H  4.26  -0.55  2.07
H  3.99  -2.00  4.06
H  1.67  -2.60  4.83
H  -0.31  -1.56  3.67
O  2.20  -0.89  0.42
N  1.40  -0.22  -0.52

Mulliken population analysis, charges in e, atoms 1 to 2: 0.12, -0.73


# 2
Here is a structure of composition C22H16IrN3S4Sb at a distorted geometry from the OMol25 dataset. Energies are from ωB97M-V/def2-TZVPD.

Calculated values
* LUMO (alpha / beta): -0.0481 / -0.0632 Ha
* multiplicity: 2
* frontier orbital gap (alpha / beta): 5.39 / 4.94 eV
* E: -80262.535 eV
* HOMO (alpha / beta): -6.70 / -6.66 eV
* relative energy (zero: lowest compared OMol25 entry of this formula, charge and spin): 67.6 kcal per mole

Geometry (Å):
Ir  -0.17  -1.07  1.19
N  -0.93  0.67  2.59
C  -1.59  1.74  1.89
C  -2.20  2.78  2.56
C  -2.79  3.82  1.85
C  -2.77  3.82  0.47
C  -2.17  2.77  -0.24
C  -2.13  2.71  -1.65
C  -1.53  1.63  -2.26
C  -0.98  0.62  -1.48
N  -0.99  0.64  -0.14
C  -1.57  1.70  0.48
H  -1.53  0.32  3.35
H  -0.09  1.01  3.05
H  -2.21  2.79  3.64
H  -3.26  4.63  2.38
H  -3.22  4.62  -0.09
H  -2.56  3.51  -2.24
H  -1.47  1.55  -3.33
H  -0.53  -0.24  -1.95
S  -0.30  -0.63  5.64
Sb  0.63  -2.44  4.47
S  1.85  -1.11  2.84
S  -1.11  -2.59  2.72
S  2.64  -1.89  -2.48
C  3.47  -0.65  -1.57
C  4.67  -0.04  -1.85
C  5.13  0.94  -0.99
C  4.40  1.29  0.14
C  3.19  0.68  0.43
C  2.71  -0.31  -0.42
N  1.55  -1.02  -0.29
C  1.36  -1.88  -1.29
C  0.14  -2.61  -1.34
C  -0.24  -3.45  -2.41
C  -1.50  -4.00  -2.44
C  -2.39  -3.77  -1.40
C  -2.01  -2.99  -0.31
C  -0.77  -2.40  -0.27
H  5.24  -0.33  -2.73
H  6.07  1.44  -1.19
H  4.77  2.05  0.80
H  2.62  0.95  1.31
H  0.47  -3.62  -3.21
H  -1.80  -4.60  -3.29
H  -3.38  -4.20  -1.43
H  -2.71  -2.86  0.50

Mulliken population analysis, charges in e, atoms 1 to 2: 1.13, -0.27


# 3
Here is a structure of composition C22H16N2O2Pd from the OMol25 dataset. Energies are from ωB97M-V/def2-TZVPD.

Calculated values
* LUMO: 0.1695 Ha
* frontier orbital gap: 2.57 eV
* net charge: -2
* E: -33628.364 eV
* HOMO: 2.05 eV
* relative energy (zero: lowest compared OMol25 entry of this formula, charge and spin): 13.5 kcal per mole

Geometry (Å):
Pd  0.05  -0.08  -0.39
N  2.11  0.01  -0.52
C  2.88  1.12  -0.05
C  4.15  0.85  0.45
C  4.96  1.84  0.97
C  4.48  3.14  0.99
C  3.22  3.42  0.48
C  2.39  2.43  -0.08
C  1.06  2.82  -0.63
C  0.91  4.14  -1.07
C  -0.31  4.64  -1.48
C  -1.42  3.79  -1.43
C  -1.27  2.48  -1.03
C  -0.03  1.92  -0.66
H  2.41  -0.85  -0.05
H  2.28  -0.17  -1.50
H  4.49  -0.19  0.44
H  5.94  1.60  1.37
H  5.07  3.95  1.42
H  2.86  4.43  0.55
H  1.77  4.80  -1.14
H  -0.40  5.66  -1.84
H  -2.40  4.16  -1.72
H  -2.13  1.81  -1.01
O  -3.56  -1.52  0.53
C  -2.36  -1.39  0.24
O  -1.91  -0.20  -0.19
C  -1.37  -2.43  0.33
C  -1.62  -3.67  0.87
C  -0.64  -4.64  0.98
C  0.65  -4.40  0.39
C  1.68  -5.33  0.39
C  2.91  -5.11  -0.29
C  3.07  -3.96  -1.01
C  2.04  -2.98  -1.01
C  0.85  -3.11  -0.26
N  -0.05  -2.12  -0.15
H  -2.63  -3.83  1.22
H  -0.86  -5.62  1.40
H  1.51  -6.27  0.91
H  3.69  -5.87  -0.26
H  3.96  -3.78  -1.60
H  2.13  -2.18  -1.74

Mulliken population analysis, charges in e, atoms 1 to 2: 0.06, -0.37


# 4
Here is a structure of composition C22H17BF5MnO2S from the OMol25 dataset. Energies are from ωB97M-V/def2-TZVPD.

Calculated values
* LUMO (alpha / beta): -0.1858 / -0.1613 Ha
* multiplicity: 2
* frontier orbital gap (alpha / beta): 6.48 / 7.13 eV
* net charge: +1
* E: -83595.718 eV
* HOMO (alpha / beta): -11.53 / -11.52 eV
* relative energy (zero: lowest compared OMol25 entry of this formula, charge and spin): 6.4 kcal per mole

Geometry (Å):
Mn  -1.78  1.22  -2.64
F  -6.11  -3.37  -0.92
C  -5.52  -2.20  -1.05
C  -4.40  -2.08  -1.87
F  -3.91  -3.12  -2.52
C  -3.82  -0.83  -1.98
F  -2.70  -0.68  -2.78
C  -4.27  0.30  -1.33
S  -3.43  1.84  -1.54
C  -5.39  0.15  -0.51
F  -5.87  1.19  0.14
C  -6.01  -1.09  -0.38
F  -7.07  -1.21  0.40
C  4.13  -2.63  1.61
C  3.42  -1.70  2.61
C  4.32  -0.49  2.90
C  3.20  -2.46  3.91
C  2.11  -1.22  1.99
C  0.87  -1.48  2.58
C  -0.34  -1.06  2.03
C  -0.25  -0.35  0.85
O  -1.27  0.19  0.08
B  -0.62  0.78  -0.98
O  0.74  0.65  -0.91
C  0.97  -0.08  0.25
C  2.16  -0.50  0.79
H  5.07  -2.99  2.05
H  4.37  -2.13  0.68
H  3.51  -3.50  1.39
H  5.25  -0.82  3.35
H  3.83  0.20  3.59
H  4.57  0.06  1.99
H  4.17  -2.77  4.31
H  2.60  -3.36  3.76
H  2.72  -1.84  4.67
H  0.83  -2.04  3.50
H  -1.28  -1.27  2.50
H  3.09  -0.27  0.29
C  0.68  4.62  -3.50
C  0.43  4.65  -2.12
C  -0.17  3.58  -1.48
C  -0.54  2.50  -2.28
C  -0.25  2.43  -3.65
C  0.35  3.53  -4.27
H  1.15  5.48  -3.96
H  0.70  5.53  -1.55
H  -0.39  3.60  -0.42
H  -0.42  1.51  -4.24
H  0.57  3.50  -5.33

Mulliken population analysis, charges in e, atoms 1 to 2: -0.35, -0.27


# 5
Here is a structure of composition C22H17BrF6O5PtTe from the OMol25 dataset. Energies are from ωB97M-V/def2-TZVPD.

Calculated values
* LUMO (alpha / beta): 0.1439 / 0.1439 Ha
* multiplicity: 3
* frontier orbital gap (alpha / beta): 6.33 / 7.06 eV
* net charge: -2
* E: -130217.447 eV
* HOMO (alpha / beta): -2.42 / -3.14 eV
* relative energy (zero: lowest compared OMol25 entry of this formula, charge and spin): 0.0 kcal per mole

Geometry (Å):
Pt  0.10  -0.24  0.10
C  4.41  0.31  -0.09
C  2.98  0.66  0.22
O  2.23  -0.31  0.39
C  2.55  2.05  0.33
C  3.55  3.04  0.25
C  3.30  4.38  0.37
C  1.97  4.79  0.59
C  0.97  3.87  0.67
C  1.19  2.47  0.53
O  0.14  1.73  0.61
H  4.47  -0.77  -0.20
H  5.08  0.64  0.71
H  4.72  0.79  -1.02
H  4.57  2.72  0.08
H  4.10  5.10  0.31
H  1.74  5.84  0.69
H  -0.06  4.17  0.82
Br  -4.63  -4.20  5.05
C  -3.32  -3.71  3.74
C  -3.24  -4.46  2.57
C  -2.28  -4.11  1.64
C  -1.43  -3.02  1.86
C  -1.54  -2.28  3.03
C  -2.48  -2.65  3.99
C  -0.63  -1.09  3.34
O  -0.45  -0.84  4.54
O  -0.14  -0.43  2.37
H  -3.90  -5.30  2.41
H  -2.18  -4.67  0.72
H  -0.69  -2.77  1.12
H  -2.53  -2.08  4.91
F  -2.36  2.87  -5.06
C  -2.25  2.14  -3.91
C  -1.89  0.81  -3.99
C  -1.79  0.08  -2.82
C  -2.04  0.66  -1.58
C  -1.87  -0.13  -0.32
C  -2.37  2.01  -1.54
C  -2.49  2.76  -2.70
H  -1.67  0.37  -4.95
H  -1.45  -0.95  -2.87
H  -2.22  -1.16  -0.44
H  -2.36  0.34  0.53
H  -2.53  2.48  -0.58
H  -2.74  3.81  -2.68
F  0.57  -2.13  -3.38
Te  1.72  -2.18  -1.82
F  1.34  -0.08  -2.12
F  1.43  -4.03  -2.14
F  3.03  -2.97  -0.55
F  3.18  -2.21  -3.13
O  0.20  -2.13  -0.63

Mulliken population analysis, charges in e, atoms 1 to 2: 2.70, -1.85


# 6
Here is the molecule C22H17Cl2F3O2S at a distorted geometry from the OMol25 dataset. Energies are from ωB97M-V/def2-TZVPD.

Calculated values
* SMILES: Cc1ccc([C@@H](C(c2ccc(Cl)cc2)c2ccc(Cl)cc2)S(=O)(=O)C(F)(F)F)cc1
* LUMO: 0.0192 Ha
* frontier orbital gap: 9.50 eV
* E: -71217.123 eV
* HOMO: -8.98 eV

Geometry (Å):
C  -5.11  0.57  2.47
C  -3.66  0.47  2.08
C  -3.11  -0.78  1.82
C  -1.79  -0.89  1.38
C  -0.99  0.25  1.23
C  0.45  0.11  0.74
S  1.48  1.12  1.97
C  2.92  -0.04  2.41
F  4.04  0.69  2.60
F  2.64  -0.74  3.52
F  3.16  -0.92  1.40
O  2.00  2.30  1.31
O  0.74  1.26  3.19
C  -1.54  1.51  1.51
C  -2.86  1.61  1.95
H  -5.40  1.61  2.59
H  -5.75  0.11  1.71
H  -5.29  0.03  3.41
H  -3.71  -1.68  1.95
H  -1.35  -1.87  1.16
H  0.85  -0.90  0.95
H  -0.95  2.42  1.38
H  -3.27  2.59  2.22
Cl  6.59  0.11  -1.68
C  4.88  0.24  -1.63
C  4.29  1.45  -1.26
C  2.91  1.50  -1.07
C  2.12  0.36  -1.19
C  0.64  0.44  -0.72
C  -0.32  -0.40  -1.57
C  -1.38  0.25  -2.20
C  -2.31  -0.47  -2.94
C  -2.18  -1.86  -3.06
Cl  -3.36  -2.75  -3.92
C  -1.12  -2.52  -2.43
C  -0.25  -1.80  -1.61
C  2.69  -0.79  -1.72
C  4.08  -0.87  -1.91
H  4.90  2.34  -1.08
H  2.45  2.46  -0.85
H  0.34  1.49  -0.84
H  -1.47  1.33  -2.10
H  -3.15  0.04  -3.41
H  -0.99  -3.59  -2.56
H  0.49  -2.33  -1.01
H  2.09  -1.65  -1.99
H  4.54  -1.80  -2.23

Mulliken population analysis, charges in e, atoms 1 to 2: -1.44, 1.12


# 7
Here is a structure of composition C22H17Co2N2O6 at a distorted geometry from the OMol25 dataset. Energies are from ωB97M-V/def2-TZVPD.

Calculated values
* LUMO: 0.0753 Ha
* frontier orbital gap: 5.10 eV
* net charge: -1
* E: -113606.127 eV
* HOMO: -3.05 eV
* relative energy (zero: lowest compared OMol25 entry of this formula, charge and spin): 24.9 kcal per mole

Geometry (Å):
O  3.75  5.15  1.80
C  2.69  4.77  2.07
Co  1.19  4.04  2.64
C  0.35  5.37  3.43
O  -0.31  6.07  4.07
C  0.22  3.92  1.17
O  -0.52  3.71  0.30
C  1.69  2.53  4.04
C  0.39  2.44  3.62
C  -0.93  2.69  3.93
C  -2.10  2.21  3.25
C  -3.32  2.87  3.51
C  -4.49  2.47  2.89
C  -4.49  1.36  2.03
C  -3.29  0.67  1.80
C  -2.11  1.08  2.41
Co  1.96  1.14  2.89
C  3.61  1.50  2.43
O  4.68  1.78  2.14
C  1.26  0.58  1.36
O  0.73  0.29  0.37
C  1.96  -0.21  4.00
O  1.81  -1.02  4.81
H  2.11  2.77  5.02
H  -1.08  3.36  4.78
H  -3.29  3.70  4.21
H  -5.43  3.01  3.09
H  -5.42  1.03  1.56
H  -3.28  -0.21  1.14
H  -1.19  0.52  2.30
C  -0.06  -3.58  -6.47
N  0.61  -4.16  -5.33
C  1.15  -5.48  -5.55
C  0.70  -3.53  -4.13
C  0.82  -4.27  -2.92
C  0.89  -3.56  -1.72
N  0.88  -2.22  -1.65
C  0.80  -1.52  -2.78
C  0.69  -2.11  -4.04
H  -0.62  -2.69  -6.16
H  0.66  -3.32  -7.25
H  -0.75  -4.33  -6.88
H  1.83  -5.75  -4.74
H  0.35  -6.23  -5.62
H  1.69  -5.47  -6.50
H  0.80  -5.36  -2.91
H  0.95  -4.10  -0.77
H  0.83  -0.43  -2.68
H  0.63  -1.48  -4.93

Mulliken population analysis, charges in e, atoms 1 to 2: -0.40, 0.25


# 8
Here is a structure of composition C22H17F4MnN6Se from the OMol25 dataset. Energies are from ωB97M-V/def2-TZVPD.

Calculated values
* LUMO (alpha / beta): -0.2978 / -0.2679 Ha
* multiplicity: 5
* frontier orbital gap (alpha / beta): 6.27 / 7.41 eV
* net charge: +2
* E: -139552.903 eV
* HOMO (alpha / beta): -14.38 / -14.70 eV

Geometry (Å):
Mn  -0.86  -0.11  0.31
C  -2.71  -2.49  -0.09
N  -1.52  -2.08  0.69
C  -0.38  -2.97  0.35
C  -1.83  -2.14  2.15
C  -0.88  -1.25  2.90
N  -0.87  0.00  2.15
C  -0.57  1.26  2.69
C  -0.91  2.34  1.89
F  -1.41  2.01  0.63
C  -0.77  3.65  2.26
F  -1.12  4.61  1.42
C  -0.24  3.93  3.51
C  0.12  2.87  4.32
F  0.64  3.10  5.52
C  -0.02  1.55  3.92
F  0.37  0.57  4.73
H  -3.05  -3.48  0.23
H  -2.46  -2.54  -1.15
H  -3.52  -1.78  0.06
H  -0.67  -4.01  0.50
H  0.47  -2.74  0.98
H  -0.11  -2.83  -0.70
H  -1.80  -3.18  2.48
H  -2.85  -1.77  2.27
H  0.12  -1.70  2.98
H  -1.22  -1.08  3.92
H  -0.11  4.95  3.84
Se  3.73  0.60  -5.68
N  1.98  0.37  -5.51
C  1.74  0.31  -4.23
C  0.39  0.18  -3.68
C  -0.77  0.15  -4.46
C  -2.00  0.05  -3.85
C  -2.06  -0.04  -2.47
N  -0.96  -0.03  -1.71
C  0.25  0.09  -2.30
C  1.41  0.17  -1.41
N  1.15  0.12  -0.08
C  2.16  0.22  0.79
C  3.48  0.35  0.36
C  3.75  0.39  -0.99
C  2.69  0.30  -1.91
C  2.87  0.37  -3.36
N  4.04  0.48  -3.93
H  -0.68  0.23  -5.54
H  -2.92  0.04  -4.43
H  -3.01  -0.13  -1.96
H  1.91  0.19  1.84
H  4.27  0.42  1.09
H  4.76  0.50  -1.36

Mulliken population analysis, charges in e, atoms 1 to 2: 0.06, -1.21


# 9
Here is the molecule C22H17F4NO2 at a distorted geometry from the OMol25 dataset. Energies are from ωB97M-V/def2-TZVPD.

Calculated values
* SMILES: CCOC(=O)[C@@H](c1ccncc1)C(c1cc(F)cc(F)c1)c1cc(F)cc(F)c1
* LUMO: 0.0137 Ha
* frontier orbital gap: 9.84 eV
* E: -39544.290 eV
* HOMO: -9.47 eV
* relative energy (zero: lowest compared OMol25 entry of this formula, charge and spin): 0.0 kcal per mole

Geometry (Å):
F  -3.10  2.47  2.58
C  -2.85  1.12  2.55
C  -3.84  0.29  2.03
C  -3.51  -1.06  2.04
F  -4.48  -1.96  1.63
C  -2.30  -1.57  2.49
C  -1.39  -0.70  3.12
C  -0.06  -1.25  3.70
C  1.19  -0.72  3.03
C  2.31  -1.57  3.06
C  3.55  -1.07  2.74
F  4.66  -1.88  2.93
C  3.75  0.23  2.29
C  2.60  0.98  2.08
F  2.73  2.29  1.65
C  1.31  0.49  2.34
C  -1.64  0.67  3.08
H  -4.79  0.66  1.67
H  -2.07  -2.64  2.38
H  -0.06  -2.32  3.49
H  2.19  -2.61  3.39
H  4.73  0.63  2.09
H  0.45  1.07  2.00
H  -0.89  1.39  3.40
C  -4.69  -1.87  5.54
C  -3.38  -2.50  5.88
O  -2.37  -1.56  5.46
C  -1.13  -2.04  5.73
C  -0.01  -1.12  5.24
C  1.29  -1.33  6.08
C  1.49  -2.32  7.06
C  2.69  -2.32  7.82
N  3.62  -1.38  7.69
C  3.41  -0.40  6.83
C  2.24  -0.29  6.06
O  -0.99  -3.10  6.31
H  -5.47  -2.62  5.63
H  -4.91  -1.06  6.25
H  -4.70  -1.46  4.53
H  -3.25  -2.66  6.96
H  -3.22  -3.45  5.36
H  -0.32  -0.10  5.53
H  0.76  -3.07  7.32
H  2.89  -3.10  8.57
H  4.17  0.38  6.74
H  2.05  0.60  5.49

Mulliken population analysis, charges in e, atoms 1 to 2: -0.34, 0.09